C27H29CaN8OS2 as an isolated structure. Source: OMol25; level of theory: ωB97M-V/def2-TZVPD.

```
68
Properties=species:S:1:pos:R:3:forces:R:3:nbo_charge:R:1
Ca 0.118853 -0.157853 -0.289696 0.0 0.1 0.4 1.722
S -1.120050 1.738584 3.703766 0.0 0.1 0.4 0.333
S 2.799498 -0.772197 0.749416 0.0 0.0 0.3 -0.426
O 0.074615 -1.248705 1.614378 -0.1 -0.4 0.9 -0.725
N -2.693330 0.630016 1.780493 0.0 -0.2 -0.1 -0.820
N -2.079302 -1.309823 -0.389648 -0.6 -0.2 0.0 -0.765
N 0.391249 -1.632288 -2.060189 0.2 -0.4 -0.6 -0.543
N -0.652121 1.627762 1.213787 0.2 0.3 0.2 -0.465
N 1.351869 1.586932 -1.585496 0.0 0.3 -0.4 -0.518
N 0.460870 2.226118 1.783800 -0.3 -0.2 -0.3 -0.258
N -1.261530 0.686019 -2.212133 0.1 0.0 -0.3 -0.493
N 0.929935 -1.210697 2.616249 0.1 0.0 -0.2 0.012
C 2.256101 -0.969379 2.363403 0.0 0.0 0.0 0.043
C -0.876770 -0.033969 -3.438998 0.0 0.0 0.2 -0.269
C -2.338928 -2.589658 0.106025 0.3 0.6 -0.2 -0.039
C 1.085560 -2.766519 -1.900031 0.0 0.0 -0.2 0.069
C 1.459510 2.968031 3.896406 -0.1 0.0 0.0 -0.448
C 1.284089 -3.670017 -2.926758 -0.1 0.0 0.2 -0.262
C 0.377067 2.353943 3.055957 0.1 0.1 0.0 0.056
C -1.550475 1.287799 2.099453 -0.1 -0.1 -0.2 0.258
C -2.933252 -0.927620 -1.435793 0.5 0.1 0.4 0.082
C -2.694135 0.473405 -1.885755 0.2 0.1 -0.1 -0.238
C -3.922382 -1.712849 -1.953202 -0.2 -0.3 -0.1 -0.241
C 1.260839 -1.401718 4.959196 0.0 0.0 0.0 -0.290
C -4.165898 -3.003371 -1.436609 0.3 0.2 0.1 -0.340
C 1.079398 3.258061 -3.273514 -0.1 0.0 0.1 -0.258
C -0.169986 -1.371737 -3.239452 0.0 0.2 0.0 0.244
C 2.670750 1.765699 -1.663324 0.0 0.0 0.1 0.078
C 0.450864 -1.440312 3.860236 0.0 0.0 -0.1 0.025
C 0.711795 -3.392660 -4.158030 0.0 -0.1 -0.1 -0.150
C 0.566133 2.327606 -2.382179 -0.1 0.0 0.0 0.220
C 3.264257 2.675641 -2.526371 0.1 -0.1 0.1 -0.265
C -0.924741 2.112862 -2.253595 0.1 -0.2 -0.1 -0.264
C -0.024626 -2.237129 -4.318844 -0.2 0.1 0.0 -0.250
C 1.288677 2.744748 5.392933 0.0 0.0 0.1 -0.612
C 2.451242 3.433602 -3.343347 0.0 0.1 -0.1 -0.147
C -3.312841 -3.410707 -0.366601 -0.3 -0.1 -0.2 -0.282
C 3.093115 -0.918258 3.498085 0.1 0.0 -0.2 -0.245
C 2.618069 -1.124349 4.767376 0.0 0.0 0.1 -0.189
H 3.294044 -1.080869 5.611884 0.0 0.0 0.0 0.220
H -4.525326 -1.318453 -2.766152 0.0 0.0 0.0 0.197
H -3.323125 0.722502 -2.750216 0.0 0.0 0.0 0.178
H -3.424900 -4.390363 0.084094 0.0 0.0 0.0 0.203
H 0.362673 3.190082 5.764024 0.0 0.0 0.0 0.207
H -1.438341 2.647523 -3.063939 0.0 0.0 0.0 0.181
H -4.942098 -3.642159 -1.830021 0.0 0.0 0.0 0.199
H 2.877370 4.152019 -4.032978 0.0 0.0 0.0 0.220
H 1.513744 -2.925727 -0.917112 0.0 0.0 0.0 0.223
H 4.340635 2.773616 -2.542502 0.0 0.0 0.0 0.226
H -1.756547 -0.200465 -4.068482 0.0 0.0 0.0 0.211
H -1.250166 2.552395 -1.307501 0.0 0.0 0.0 0.241
H -2.925469 1.187677 -1.086265 0.0 -0.1 0.0 0.200
H -0.492230 -1.997454 -5.265593 0.0 0.0 0.0 0.218
H -2.575231 -0.059060 1.005970 0.0 0.1 0.0 0.447
H 2.401227 2.540031 3.548992 0.0 0.0 0.0 0.241
H -0.607912 -1.648669 3.880319 0.0 0.0 0.0 0.229
H -1.684751 -2.908367 0.909271 0.0 0.0 0.0 0.197
H 4.138966 -0.717012 3.313785 0.0 0.0 0.0 0.233
H 0.838745 -1.587800 5.935950 0.0 0.0 0.0 0.227
H 0.837695 -4.077814 -4.987424 0.0 0.0 0.0 0.218
H 1.277366 1.680440 5.637054 0.0 0.0 0.0 0.216
H 0.405226 3.826135 -3.900900 0.0 0.0 0.0 0.221
H 3.268491 1.163680 -0.989484 0.0 0.0 0.0 0.227
H -3.212543 0.249803 2.555047 0.0 0.0 0.0 0.388
H -0.196755 0.598796 -4.016374 0.0 0.0 0.0 0.217
H 1.499908 4.036030 3.671507 0.0 0.0 0.0 0.227
H 1.864302 -4.565557 -2.755390 0.0 0.0 0.0 0.225
H 2.111016 3.204028 5.941040 0.0 0.0 0.0 0.222
```
Forces are in eV/Å.

Calculated values
Spin multiplicity: 2
Energy above the lowest of the compared OMol25 structures with the same formula, charge and spin, eV: 0.000
Highest occupied orbital energy (spin up / spin down), eV: -3.82 / -7.39
DFT total energy, a.u.: -3033.6229
Kohn-Sham gap (spin up / spin down), eV: 4.3173 / 7.8845